# 1
# C38H51F6IN4O11P3ReS3

A structure of composition C38H51F6IN4O11P3ReS3 at a distorted geometry (ωB97M-V/def2-TZVPD, the Open Molecules 2025 dataset).

```
! RIJCOSX wB97M-V def2-TZVPD def2/J DEFGRID3
* xyz 1 4
Re -0.13371 0.38773 -0.14899
C 3.41516 0.21661 2.68445
P 1.58459 0.22909 2.63780
C 1.18758 -1.00074 3.91399
C 1.15021 1.81207 3.40893
C 1.14387 2.06365 4.77541
C 0.72856 3.29512 5.25626
C 0.31888 4.28489 4.37482
C 0.32001 4.04894 3.01014
C 0.73748 2.81323 2.52449
P 0.81091 2.46870 0.74018
C 0.07323 3.94716 -0.01158
C 2.54624 2.62344 0.24487
H 3.76603 0.17621 3.71656
H 3.82054 1.10879 2.21467
H 3.78357 -0.65748 2.14485
H 1.93204 -0.98942 4.71141
H 1.16794 -1.98945 3.46703
H 0.20387 -0.78077 4.32149
H 1.44566 1.29032 5.47035
H 0.71224 3.48077 6.32154
H -0.01705 5.24112 4.75094
H -0.02709 4.82569 2.34606
H -0.96963 4.05046 0.28625
H 0.14823 3.89473 -1.09451
H 0.63713 4.81880 0.32191
H 3.01702 3.38825 0.86360
H 2.58797 2.93024 -0.80181
H 3.06974 1.67762 0.32116
C -8.33159 0.38009 2.95487
C -6.88856 0.63614 2.62784
C -5.98372 -0.41737 2.52774
C -4.65550 -0.20301 2.20661
C -4.21544 1.09449 1.97359
C -5.09762 2.16901 2.09725
C -6.42292 1.93044 2.41311
S -2.51809 1.49316 1.71599
O -1.68339 0.59911 2.47255
O -2.42165 2.91651 1.92702
N -1.98720 1.23457 0.15262
C -2.51227 1.98539 -0.90718
C -3.74278 2.58550 -1.00216
C -4.09134 3.32295 -2.15463
C -3.23031 3.47691 -3.20311
C -1.94999 2.88081 -3.13422
C -0.96939 2.99774 -4.14436
C 0.25167 2.40572 -3.98617
C 0.52253 1.68248 -2.81635
N -0.37700 1.56376 -1.85245
C -1.61555 2.14220 -1.98955
H -8.43538 -0.45508 3.64594
H -8.88650 0.12680 2.04948
H -8.79983 1.25766 3.39680
H -6.32072 -1.42945 2.71254
H -3.97751 -1.03580 2.13932
H -4.73695 3.17902 1.97670
H -7.10334 2.76687 2.51075
H -4.46474 2.48306 -0.20895
H -5.07095 3.77962 -2.19581
H -3.50767 4.04523 -4.07992
H -1.19832 3.55966 -5.04118
H 1.01722 2.46488 -4.74596
H 1.46595 1.17217 -2.68800
F -0.65069 -3.77486 2.98127
C -1.72125 -3.08636 2.60707
F -1.96070 -2.11803 3.48039
F -2.77317 -3.89461 2.57206
S -1.50862 -2.39544 0.90853
O -0.25997 -1.55888 1.01037
O -2.68655 -1.63563 0.61075
N -1.27981 -3.68347 0.12080
S -2.17058 -4.25516 -1.07200
O -1.43010 -4.27306 -2.29517
O -3.51098 -3.73888 -1.08100
C -2.28795 -6.01600 -0.52457
F -3.17993 -6.13462 0.44994
F -1.11324 -6.45457 -0.09247
F -2.67136 -6.74593 -1.56534
C 3.87698 -3.75852 -2.52632
C 3.35683 -3.40514 -1.14428
C 1.88079 -3.67801 -0.99614
C 4.15625 -4.09553 -0.05626
O 3.60344 -1.97062 -0.90330
P 2.83043 -0.75413 -1.52160
O 2.38463 -0.91796 -2.92196
O 1.70657 -0.29886 -0.54268
O 3.86730 0.42320 -1.30712
C 5.24807 0.49580 -1.79594
C 6.14161 -0.05386 -0.69726
C 5.42048 -0.27074 -3.09645
C 5.48430 1.98032 -2.00942
H 3.66459 -4.80887 -2.72817
H 4.95610 -3.61161 -2.58664
H 3.38999 -3.15348 -3.28967
H 1.69758 -4.75125 -1.01681
H 1.30284 -3.23033 -1.80384
H 1.52319 -3.28686 -0.04531
H 4.05617 -5.17570 -0.15810
H 3.79205 -3.80452 0.92944
H 5.21285 -3.83691 -0.13005
H 5.91560 -1.10130 -0.50575
H 5.99847 0.50952 0.22602
H 7.18734 0.03074 -0.99410
H 5.30214 -1.34304 -2.94927
H 6.42543 -0.08748 -3.47683
H 4.69664 0.05246 -3.84331
H 5.30869 2.53244 -1.08526
H 4.81855 2.36619 -2.78240
H 6.51329 2.15417 -2.32261
N -2.77089 -1.46489 -2.79135
C -1.47383 -1.19017 -2.69876
O -0.94827 -1.08898 -1.56889
C -0.70047 -0.95491 -3.95807
I -0.59851 -2.66719 -5.21938
H -3.23092 -1.82030 -1.95898
H -3.13676 -1.77470 -3.68043
H 0.32375 -0.67729 -3.72199
H -1.20083 -0.19323 -4.55439
*
```

Results
- Highest occupied orbital energy (alpha / beta): -10.606 / -10.990 eV
- Frontier orbital gap (alpha / beta): 0.2650 / 0.2510 Ha
- Relative energy (zero: lowest compared OMol25 entry of this formula, charge and spin): 26.12 kcal/mol

# 2
# C38H52Br3CaClF8LiN2NaO18P2S

A structure of composition C38H52Br3CaClF8LiN2NaO18P2S at a distorted geometry (ωB97M-V/def2-TZVPD, the Open Molecules 2025 dataset).

```
! RIJCOSX wB97M-V def2-TZVPD def2/J DEFGRID3
* xyz 2 1
C -3.11194 2.81509 -2.49435
C -1.54721 3.05427 -2.28555
P -0.75349 1.43672 -2.84567
C -1.19174 1.30440 -4.66137
C 1.15265 1.53684 -2.58606
C 1.89225 2.25206 -3.81545
O 2.66735 3.41607 -3.37928
N 3.71831 3.48414 -4.29893
O 4.71523 3.06105 -3.82398
O 1.19510 2.61708 -1.61220
C 1.41629 2.10209 -0.34868
O 1.61040 2.78240 0.59822
C 1.42135 0.50525 -0.46106
P -0.24900 -0.02400 0.23382
O 0.12818 -1.39049 1.17582
Cl -1.03066 1.36556 1.59195
C 1.86894 0.22172 -1.92696
C 3.39971 0.53790 -1.99444
C 4.38047 -0.27273 -1.07788
O 3.87224 -1.36482 -0.33193
C 5.14072 0.69813 -0.08292
F 5.88345 0.01645 0.84631
F 4.30646 1.52508 0.61390
F 6.04728 1.43337 -0.80839
C 1.38502 -0.99545 -2.77432
F 1.21555 -0.68176 -4.15546
F 0.17737 -1.52965 -2.38721
C 2.36878 -2.25453 -2.81964
C 3.63892 -2.32936 -3.54090
C 4.46266 -3.53210 -3.56661
C 3.97619 -4.67943 -2.84880
C 2.73056 -4.66136 -2.12303
C 2.17834 -5.91419 -1.37722
F 1.32689 -6.57105 -2.24452
F 3.14353 -6.76445 -0.98050
F 1.37126 -5.50703 -0.33905
C 1.93099 -3.44488 -2.10849
H -3.40777 3.24385 -3.47504
H -3.70303 3.32549 -1.69700
H -3.35119 1.71642 -2.44762
H -1.34415 3.18554 -1.19456
H -1.20671 3.91079 -2.91444
H -0.36774 0.97386 -5.33366
H -1.49126 2.33152 -5.02129
H -2.11768 0.68478 -4.73612
H 2.50907 1.52162 -4.41401
H 1.15574 2.67384 -4.55422
H 2.11820 0.28018 0.39488
H -0.67267 -1.94731 1.25189
H 3.71209 0.34557 -3.06033
H 3.62153 1.62951 -1.83194
H 5.20427 -0.68179 -1.72805
H 3.72013 -1.10290 0.59078
H 4.04798 -1.47176 -4.14791
H 5.41567 -3.54424 -4.14059
H 4.56748 -5.62342 -2.87781
H 0.98591 -3.49938 -1.53638
C -7.90563 1.50270 1.15012
O -7.07128 1.49050 2.31427
C -5.76811 1.40684 2.05230
O -5.26538 1.34201 0.95964
O -5.10419 1.40624 3.22006
C -3.69168 1.32450 3.07185
H -8.93768 1.57312 1.48723
H -7.68380 2.36846 0.52628
H -7.78724 0.57959 0.58220
H -3.31442 2.18546 2.52147
H -3.41084 0.39590 2.57416
H -3.25120 1.33036 4.06864
C 4.46935 3.90030 3.57769
C 5.50187 3.72866 4.66321
O 6.07776 4.66861 5.14433
C 5.79439 2.31454 5.13352
H 4.36509 4.95869 3.34384
H 4.78414 3.37182 2.67539
H 3.50133 3.52042 3.91654
H 6.16880 1.71444 4.30173
H 4.88995 1.86847 5.54342
H 6.55443 2.34258 5.91496
N 5.83831 5.66974 -3.81657
C 5.51523 6.94407 -4.20125
C 6.33558 7.80973 -3.52592
C 7.19100 7.02915 -2.70599
C 6.86288 5.71374 -2.90853
H 5.39395 4.83105 -4.14861
H 4.73089 7.12319 -4.91908
H 6.32432 8.88461 -3.61163
H 7.96070 7.39174 -2.04316
H 7.26729 4.80751 -2.48617
C -1.58599 -4.05681 5.10190
C -2.43604 -5.03619 4.31643
C -2.51830 -4.35668 2.96229
O -1.31088 -3.61793 2.78778
C -0.61355 -3.56649 4.04444
H -1.08914 -4.50031 5.96367
H -2.20546 -3.22727 5.45363
H -1.91314 -5.99208 4.22359
H -3.41408 -5.22490 4.75947
H -3.35685 -3.64438 2.92451
H -2.62866 -5.07765 2.13692
H 0.25868 -4.22276 3.97085
H -0.26833 -2.54872 4.22951
O -5.33922 2.57756 -4.71974
S -6.15649 3.72039 -4.28093
O -6.97494 3.31551 -3.13038
O -7.01577 4.15196 -5.38971
O -5.28946 4.84037 -3.88253
Li -4.20717 -4.82995 0.95011
Na 3.65698 0.75747 6.15778
C -2.92163 8.19158 -3.66040
Br -2.04679 6.79142 -2.65124
Br -2.54200 8.05914 -5.55140
Br -4.81809 8.22918 -3.30901
H -2.51087 9.13528 -3.31916
Ca 3.75012 0.19260 -5.39102
C -6.13743 -9.96013 5.38860
C -5.52602 -8.59065 5.19542
C -5.94472 -7.57413 6.21772
O -5.77469 -6.34617 5.49637
C -5.96052 -6.63944 4.18684
O -6.08326 -5.81736 3.32104
O -5.98992 -7.97622 3.98203
H -6.11534 -10.52782 4.45737
H -5.60013 -10.51894 6.15581
H -7.18397 -9.88853 5.69123
H -4.43621 -8.67431 5.12865
H -5.32569 -7.59076 7.11312
H -6.99513 -7.65518 6.50676
*
```

Results
- Highest occupied orbital energy: -8.612 eV
- Frontier orbital gap: 0.0488 Ha

# 3
# C38H52CoN3OP2

A structure of composition C38H52CoN3OP2 at a distorted geometry (ωB97M-V/def2-TZVPD, the Open Molecules 2025 dataset).

```
! RIJCOSX wB97M-V def2-TZVPD def2/J DEFGRID3
* xyz 1 4
C 1.90701 -1.83977 -1.73979
C 1.68901 0.34353 -2.66019
C 2.83632 -2.23678 -2.69420
C 2.62090 -0.03899 -3.68485
C 3.15891 -1.31306 -3.69860
H 3.23799 -3.22544 -2.65399
H 2.77203 0.59492 -4.57379
H 3.84897 -1.61928 -4.48144
N 1.43785 -0.61137 -1.67527
P -0.24204 -2.36284 -0.02925
P 0.77122 2.25856 -0.88429
C 1.41583 -2.85123 -0.70129
H 1.36691 -3.86905 -1.11051
H 2.10662 -2.92774 0.15037
C 1.15941 1.66705 -2.47692
H 1.21993 2.38282 -3.27607
C -0.60226 3.62811 -0.90223
C 2.52090 3.02435 -0.58290
C -1.45795 -3.22545 -1.27259
C -0.29382 -3.25186 1.66572
C -1.91590 3.11618 -0.27343
H -1.75895 2.80703 0.76868
H -2.63924 3.94715 -0.28999
H -2.37625 2.28856 -0.81768
C -0.15646 4.82479 -0.06323
H 0.00914 4.51485 0.97673
H 0.74705 5.30331 -0.45146
H -0.96249 5.57074 -0.06114
C -0.88665 3.99734 -2.35182
H -1.66686 4.78082 -2.34836
H -0.01770 4.40832 -2.88142
H -1.25891 3.11940 -2.90775
C 2.65843 3.53077 0.86337
H 2.16353 2.84039 1.58377
H 3.74125 3.57420 1.14025
H 2.23075 4.54621 0.98690
C 3.57222 1.90580 -0.79262
H 3.36434 1.02480 -0.15662
H 3.60764 1.58033 -1.84361
H 4.58138 2.29725 -0.53489
C 2.76741 4.13839 -1.63213
H 1.96415 4.23969 -2.37721
H 2.90763 5.12561 -1.16002
H 3.68513 3.90445 -2.20223
C -1.71322 -3.15469 2.25231
H -1.67600 -3.47220 3.30812
H -2.08648 -2.12043 2.23192
H -2.43181 -3.81409 1.74069
C 0.66727 -2.52061 2.60688
H 1.68325 -2.42789 2.19906
H 0.28066 -1.52843 2.87677
H 0.74807 -3.10974 3.53453
C 0.14734 -4.72531 1.56840
H 0.36155 -5.07538 2.59682
H -0.63943 -5.38960 1.16600
H 1.07228 -4.85646 0.97245
C -1.13445 -2.76570 -2.73084
H -1.78705 -3.38160 -3.41018
H -1.40318 -1.68859 -2.89841
H -0.04303 -2.93521 -3.01313
C -2.88201 -2.77378 -0.89681
H -2.96931 -1.67472 -0.87526
H -3.58261 -3.15649 -1.65195
H -3.19550 -3.17134 0.07714
C -1.34086 -4.75352 -1.26215
H -0.32197 -5.10573 -1.47883
H -1.70166 -5.19638 -0.32891
H -1.98715 -5.14248 -2.05906
Co 0.02080 -0.06938 -0.06501
C 1.45538 0.14128 1.01475
O 2.22072 0.20829 1.89282
N -1.49025 0.09690 -1.44652
C -1.61028 0.62882 -2.57528
C -2.03978 0.89338 -3.88879
C -3.43649 0.75494 -4.08833
C -1.19324 1.10521 -4.98955
C -3.98486 0.89221 -5.38333
H -4.15945 0.60365 -3.24830
C -1.77864 1.24695 -6.26923
H -0.11816 1.19208 -4.75557
C -3.15304 1.14485 -6.47806
H -5.06992 0.82790 -5.53626
H -1.09924 1.45722 -7.09266
H -3.55021 1.27886 -7.50276
N -1.09514 0.26387 1.53286
C -1.34690 0.40142 2.69264
C -1.50180 0.54964 4.06216
C -2.76614 0.74523 4.65709
C -2.87274 0.82629 6.05081
C -1.72903 0.73088 6.85144
C -0.46695 0.53822 6.27245
C -0.35022 0.46072 4.88194
H -3.64653 0.81660 4.01253
H -3.86082 0.95828 6.50884
H -1.80768 0.80084 7.93294
H 0.43706 0.43979 6.88309
H 0.63113 0.32436 4.40351
*
```

Results
- Highest occupied orbital energy (alpha / beta): -8.964 / -10.236 eV
- Frontier orbital gap (alpha / beta): 0.2349 / 0.2269 Ha
- Relative energy (zero: lowest compared OMol25 entry of this formula, charge and spin): 26.67 kcal/mol

# 4
# C38H53AsNP2PdS

A structure of composition C38H53AsNP2PdS at a distorted geometry (ωB97M-V/def2-TZVPD, the Open Molecules 2025 dataset).

```
! RIJCOSX wB97M-V def2-TZVPD def2/J DEFGRID3
* xyz -1 1
Pd -0.16920 0.33300 -0.01100
C -2.48160 -3.90400 -1.58810
C -2.12420 -2.42120 -1.63130
C -2.15740 -1.88340 -3.05500
P -0.52390 -1.81000 -0.83310
C -0.39940 -2.97730 0.62650
C 1.00600 -2.79660 1.17370
C -1.43470 -2.53540 1.65190
C 0.87570 -2.26450 -1.87680
C 0.87420 -3.28250 -2.82150
C 1.93170 -3.49390 -3.69010
C 1.90420 -4.57720 -4.73270
C 3.03350 -2.63370 -3.61200
C 3.08780 -1.63530 -2.68300
C 2.02500 -1.40360 -1.75610
N 2.08000 -0.45650 -0.84690
C 3.16680 0.35900 -0.65380
C 4.27140 -0.05130 0.11900
C 4.29160 -1.44010 0.68960
C 5.30280 0.83410 0.37280
C 5.28430 2.13560 -0.11290
C 6.39370 3.10330 0.19800
C 4.19340 2.53980 -0.87050
C 3.15430 1.67720 -1.15670
C 1.97590 2.09290 -1.97620
H -3.39570 -4.06900 -2.16240
H -2.66530 -4.23790 -0.57010
H -1.70000 -4.52650 -2.01350
H -2.89530 -1.88050 -1.06190
H -1.43620 -2.39540 -3.68720
H -1.88400 -0.83010 -3.02870
H -3.15060 -1.97970 -3.49860
H -0.55320 -4.02030 0.32730
H 1.16020 -1.72490 1.36090
H 1.73570 -3.11160 0.42960
H 1.16690 -3.36880 2.09040
H -1.27910 -1.45780 1.82290
H -1.33660 -3.08160 2.59440
H -2.44880 -2.67170 1.28070
H 0.01860 -3.94280 -2.88960
H 1.01310 -5.19540 -4.62850
H 2.78330 -5.22230 -4.65240
H 1.90490 -4.14540 -5.73810
H 3.85230 -2.76900 -4.31260
H 3.94050 -0.96720 -2.64400
H 3.48180 -1.54960 1.41210
H 5.23820 -1.64520 1.19100
H 4.13240 -2.18410 -0.09180
H 6.14560 0.50760 0.97440
H 7.35710 2.59380 0.23420
H 6.22590 3.57870 1.16860
H 6.44390 3.89020 -0.55520
H 4.16060 3.55740 -1.24540
H 1.95600 3.17270 -2.13060
H 1.05800 1.77040 -1.44880
H 1.99020 1.58940 -2.94600
C -1.73980 2.10690 -2.77290
P -1.56270 2.05560 -0.92990
C -1.98100 3.82190 -0.69230
C -1.03750 4.72220 -1.18760
C -1.24270 6.08090 -1.11310
C -2.38600 6.57110 -0.49680
C -3.29150 5.68710 0.06600
C -3.09530 4.32070 -0.02780
C -3.10950 1.26080 -0.35720
C -3.11730 0.89560 0.99220
C -4.20800 0.25600 1.54830
C -5.29660 -0.07110 0.75110
C -5.28130 0.25270 -0.59420
C -4.20470 0.93240 -1.14550
H -2.67440 2.57480 -3.08070
H -1.67420 1.08960 -3.15050
H -0.90240 2.67230 -3.17930
H -0.13010 4.33520 -1.62990
H -0.50900 6.75910 -1.52900
H -2.55260 7.63790 -0.44110
H -4.16160 6.07490 0.57840
H -3.81260 3.63680 0.40400
H -2.24360 1.13130 1.60120
H -4.22090 -0.00310 2.60040
H -6.15300 -0.57500 1.18430
H -6.12010 -0.02300 -1.22100
H -4.22530 1.19320 -2.19300
C -1.64300 0.24740 4.54120
As 0.23710 0.43740 3.96550
C 1.00520 -1.32260 4.39390
C 0.95390 1.48300 5.47040
S 0.66380 1.38440 2.17180
H -1.66300 -0.04120 5.59170
H -2.14590 -0.51130 3.94140
H -2.15120 1.20610 4.41830
H 0.96030 -1.48470 5.46990
H 2.04580 -1.33640 4.06520
H 0.45460 -2.10570 3.87770
H 0.70390 1.00580 6.41650
H 0.54120 2.49100 5.44760
H 2.03720 1.54350 5.36790
*
```

Results
- Highest occupied orbital energy: -2.846 eV
- Frontier orbital gap: 0.1920 Ha